Entry 1:
{"formula": "C20H23Cl2N3S", "method": "ωB97M-V/def2-TZVPD", "homo_lumo_gap_ev": 8.197, "e_tot_ev": -61460.037, "charge": 0, "smiles": "CN(C)CCSC1=Nc2ccc(Cl)cc2[C@H](c2ccccc2Cl)N(C)C1", "symbols": ["C", "N", "C", "C", "C", "S", "C", "N", "C", "C", "C", "C", "Cl", "C", "C", "C", "C", "C", "C", "C", "C", "C", "Cl", "N", "C", "C", "H", "H", "H", "H", "H", "H", "H", "H", "H", "H", "H", "H", "H", "H", "H", "H", "H", "H", "H", "H", "H", "H", "H"], "xyz": [[1.29929, 2.82729, 2.84354], [-0.05481, 3.32781, 2.61063], [-0.55740, 4.55332, 3.30735], [-0.72401, 2.99640, 1.31770], [0.00347, 3.82088, 0.17977], [-0.34911, 3.05437, -1.54014], [0.58129, 1.50757, -1.32183], [1.38288, 1.20037, -0.35300], [1.87503, -0.13136, -0.17102], [3.18177, -0.25463, 0.40129], [3.67547, -1.49910, 0.80233], [3.01133, -2.65415, 0.46970], [3.65445, -4.25573, 0.82926], [1.76032, -2.52113, -0.08880], [1.04746, -1.26541, -0.30540], [-0.41389, -1.16695, -0.85854], [-1.21187, -2.43730, -0.90304], [-1.97490, -2.78526, 0.23436], [-2.71314, -3.99171, 0.34707], [-2.73032, -4.80644, -0.83577], [-1.96433, -4.52246, -1.98268], [-1.11035, -3.43133, -1.96018], [-0.17597, -3.17446, -3.41377], [-0.56059, -0.37235, -2.10613], [-1.86165, -0.06063, -2.71632], [0.42456, 0.57795, -2.42927], [1.51335, 2.82255, 3.99445], [1.94230, 3.62469, 2.52486], [1.54069, 1.87720, 2.31045], [-1.25708, 5.19537, 2.64101], [-1.26839, 4.22251, 4.08510], [0.26436, 5.06933, 3.75503], [-1.79308, 3.21025, 1.37620], [-0.55129, 1.88218, 1.09791], [-0.36198, 4.78011, 0.26373], [1.13120, 3.91949, 0.30461], [3.70195, 0.65034, 0.54058], [4.65809, -1.51108, 1.04331], [1.21568, -3.43104, -0.23323], [-0.97498, -0.66642, -0.16310], [-1.77318, -2.06344, 1.03042], [-3.23840, -4.35647, 1.27726], [-3.26173, -5.77719, -0.84190], [-1.81742, -5.18053, -2.79319], [-2.53317, 0.63081, -2.14676], [-2.46426, -0.89477, -2.76822], [-1.82708, 0.26855, -3.77212], [0.29278, 1.14454, -3.28957], [1.36670, 0.04745, -2.59390]], "forces_ev_per_a": [[-0.42, 1.08, 1.79], [-2.06, -0.43, -0.68], [-1.59, -1.57, -1.28], [2.84, -0.89, 0.29], [0.88, -2.81, -0.30], [1.25, -0.26, 2.07], [1.74, 0.81, 1.59], [-1.15, 0.67, 0.03], [-0.19, 0.64, 0.65], [-2.25, -1.53, -0.36], [-1.29, 1.56, -1.98], [-0.90, 0.10, 0.07], [-0.18, 0.74, -0.21], [-2.23, 0.82, 0.13], [2.00, -1.33, -1.15], [0.90, -0.15, -1.62], [0.45, -3.05, -1.19], [0.65, -0.26, -0.34], [0.30, -0.34, -1.44], [0.02, -0.29, 0.83], [0.51, 0.80, 2.18], [-1.19, 2.01, 0.74], [0.18, 0.05, 0.41], [-1.30, -0.68, -1.69], [0.06, 1.05, 1.00], [1.53, -1.26, 0.74], [-0.54, -0.68, -1.92], [1.24, 0.16, -0.57], [-0.45, 0.77, 0.60], [1.72, -0.74, 0.71], [0.43, 0.23, 0.18], [0.35, 0.76, 0.14], [0.17, 0.05, -0.13], [-0.46, 1.58, 0.44], [-0.97, 2.28, -0.57], [-1.49, -0.70, -0.10], [0.76, 0.77, 0.24], [2.85, -0.28, 1.42], [-0.38, -0.39, -0.30], [-1.00, 1.87, 2.44], [-0.80, -0.43, 0.27], [0.69, 0.78, -1.23], [0.15, 0.79, 0.17], [-0.46, -0.85, -0.73], [0.80, 0.17, -0.19], [-1.12, -2.40, -0.02], [0.68, 0.11, 0.66], [-1.04, 0.52, -1.94], [0.30, 0.17, 0.12]]}



Entry 2:
{"formula": "C53H52ClN6O7SiTl", "method": "ωB97M-V/def2-TZVPD", "homo_lumo_gap_ev": 7.440, "e_tot_ev": -104173.646, "charge": 0, "e_above_lowest_kj_mol": 22.7, "symbols": ["Tl", "O", "C", "C", "C", "C", "C", "C", "C", "O", "N", "N", "C", "C", "C", "C", "C", "C", "N", "H", "H", "H", "H", "H", "H", "H", "H", "H", "H", "C", "Si", "C", "N", "C", "C", "C", "C", "C", "C", "C", "C", "C", "C", "C", "C", "C", "C", "C", "C", "C", "H", "H", "H", "H", "H", "H", "H", "H", "H", "H", "H", "H", "H", "H", "H", "H", "H", "H", "H", "H", "H", "H", "H", "H", "O", "C", "O", "C", "C", "Cl", "N", "N", "C", "C", "O", "O", "C", "C", "C", "C", "C", "C", "H", "H", "H", "H", "H", "H", "C", "C", "C", "C", "C", "C", "C", "O", "C", "C", "C", "H", "H", "H", "H", "H", "H", "H", "H", "H", "H", "H", "H"], "xyz": [[0.28056, 0.29991, 0.66971], [3.44622, 2.78546, -1.78532], [3.07998, 4.00925, -1.36098], [3.55254, 5.10793, -2.08172], [3.23017, 6.38852, -1.68488], [2.43399, 6.60467, -0.56031], [1.96661, 5.52026, 0.15274], [2.26967, 4.20912, -0.23189], [1.71558, 3.05640, 0.52491], [1.89103, 1.87514, 0.05251], [1.10932, 3.34686, 1.66797], [0.64050, 2.21187, 2.24229], [0.11273, 2.29044, 3.39418], [-0.40874, 1.06792, 4.01982], [-0.90629, 1.12541, 5.31909], [-1.32163, -0.03923, 5.93624], [-1.22752, -1.23222, 5.23751], [-0.74783, -1.19907, 3.93771], [-0.35082, -0.08149, 3.32977], [2.98455, 2.14665, -1.19459], [4.17438, 4.92106, -2.94746], [3.60184, 7.23112, -2.25514], [2.18443, 7.61034, -0.24942], [1.34352, 5.65661, 1.02563], [0.06778, 3.23027, 3.94160], [-0.94406, 2.07873, 5.83039], [-1.70486, -0.01897, 6.94839], [-1.52760, -2.17284, 5.67802], [-0.69168, -2.10362, 3.34881], [-1.42922, 1.57201, 0.22463], [-2.12517, 1.61390, -1.49824], [-0.80855, 1.22730, -2.78660], [0.06620, 0.11656, -2.44406], [-0.51102, -1.20164, -2.74957], [0.34414, -2.01665, -3.71722], [0.75662, -1.14865, -4.90266], [1.57707, 0.07253, -4.43803], [1.43692, 0.27407, -2.92619], [-2.64383, 3.38784, -1.83940], [-1.66202, 4.38574, -1.84477], [-1.98518, 5.71406, -2.07564], [-3.30614, 6.07227, -2.31251], [-4.29592, 5.10063, -2.30664], [-3.96560, 3.77206, -2.06838], [-3.62196, 0.49525, -1.66456], [-4.18276, 0.28797, -2.93061], [-5.32510, -0.48051, -3.09851], [-5.94051, -1.05600, -1.99369], [-5.40580, -0.85998, -0.72910], [-4.25657, -0.09342, -0.57019], [-2.10967, 1.27893, 1.02525], [-0.98963, 2.53688, 0.48036], [-0.21455, 2.13627, -2.92266], [-1.33723, 1.07952, -3.74749], [-1.49701, -1.04772, -3.20654], [-0.65997, -1.77049, -1.82838], [-0.23467, -2.87937, -4.05426], [1.22029, -2.41080, -3.19616], [-0.15233, -0.81222, -5.41223], [1.31813, -1.73629, -5.63061], [1.24625, 0.97030, -4.96580], [2.63573, -0.05350, -4.67690], [1.78539, 1.26508, -2.64294], [2.06235, -0.44583, -2.39564], [-0.62237, 4.13441, -1.64778], [-1.20602, 6.46625, -2.06667], [-3.56239, 7.10759, -2.49957], [-5.32793, 5.37689, -2.48397], [-4.75306, 3.02583, -2.05985], [-3.72235, 0.73895, -3.80442], [-5.73878, -0.62671, -4.08861], [-6.83612, -1.65182, -2.11960], [-5.88214, -1.30474, 0.13660], [-3.84847, 0.03568, 0.42673], [4.04944, -4.53513, 0.97774], [4.19371, -3.94929, 2.15679], [4.75777, -4.48246, 3.07752], [3.60297, -2.58622, 2.30325], [3.78905, -1.75062, 3.38880], [4.78303, -1.92548, 4.74840], [3.05843, -0.62902, 3.19140], [2.40812, -0.68734, 2.01404], [2.73426, -1.84642, 1.47393], [2.16945, -2.15756, 0.12413], [2.63597, -3.10010, -0.51534], [1.24563, -1.39135, -0.31297], [3.09546, 0.58985, 3.94066], [2.73882, 0.59155, 5.27775], [2.78219, 1.78823, 5.97620], [3.17100, 2.95808, 5.33559], [3.52305, 2.93712, 3.99349], [3.49591, 1.74471, 3.28899], [3.56985, -3.94881, 0.32749], [2.41429, -0.32370, 5.75617], [2.50262, 1.80697, 7.02193], [3.19652, 3.89006, 5.88546], [3.80737, 3.84959, 3.48662], [3.74169, 1.70565, 2.23526], [0.62917, -7.48035, -1.57324], [-0.14208, -6.29567, -1.06632], [-1.14904, -5.71442, -1.82500], [-1.82948, -4.58529, -1.39015], [-2.89866, -3.99900, -2.28284], [-1.46854, -4.01315, -0.15555], [-2.08960, -2.73215, 0.18710], [-1.67938, -1.91164, 0.99521], [-0.49362, -4.62640, 0.65568], [-0.18066, -4.14943, 2.04790], [0.15138, -5.75407, 0.18187], [0.21407, -7.85858, -2.50657], [0.63150, -8.28948, -0.84133], [1.66974, -7.20043, -1.75010], [-1.40653, -6.14631, -2.78601], [-3.05941, -4.65135, -3.14017], [-2.62447, -3.01228, -2.66245], [-3.85344, -3.89028, -1.76644], [-3.01368, -2.49965, -0.35896], [-1.07065, -4.21114, 2.67976], [0.14324, -3.11205, 2.06245], [0.59469, -4.77188, 2.49283], [0.91543, -6.21826, 0.79657]], "forces_ev_per_a": [[-0.08, 0.05, -0.28], [-0.02, 0.01, 0.03], [0.06, 0.01, -0.01], [0.01, 0.01, 0.02], [0.00, 0.00, -0.01], [0.01, -0.02, 0.01], [-0.05, -0.01, -0.01], [-0.13, -0.04, -0.06], [0.36, 0.28, 0.16], [0.14, 0.10, -0.20], [-0.01, -0.13, -0.15], [0.07, -0.01, 0.26], [-0.03, -0.12, 0.05], [0.07, -0.03, 0.07], [0.01, 0.02, 0.00], [0.01, -0.02, 0.02], [0.00, 0.00, 0.01], [-0.03, 0.10, -0.12], [-0.06, 0.06, 0.01], [0.04, -0.03, -0.04], [-0.01, 0.00, 0.01], [0.00, -0.01, 0.01], [0.00, -0.01, -0.01], [-0.01, 0.01, 0.00], [-0.03, 0.02, -0.04], [0.00, -0.01, 0.00], [0.00, 0.00, -0.01], [0.00, 0.01, 0.00], [-0.07, 0.13, 0.08], [0.09, -0.36, 0.35], [-0.08, 0.11, 0.07], [-0.14, -0.03, -0.21], [0.11, 0.07, 0.26], [-0.07, -0.03, -0.05], [0.01, 0.04, 0.05], [0.01, 0.00, -0.01], [-0.04, 0.00, 0.01], [0.01, -0.07, -0.15], [-0.04, 0.01, 0.01], [0.01, 0.01, 0.06], [0.00, -0.01, 0.01], [0.00, 0.00, -0.01], [0.01, 0.00, 0.01], [0.00, -0.01, -0.01], [-0.02, -0.03, -0.06], [0.02, -0.03, 0.02], [0.00, 0.00, 0.00], [0.01, -0.01, -0.02], [0.03, -0.02, 0.01], [0.02, -0.01, 0.05], [-0.16, 0.16, -0.13], [-0.13, 0.02, -0.03], [0.04, -0.01, 0.09], [0.15, 0.03, -0.05], [0.01, 0.01, 0.01], [-0.02, -0.02, 0.03], [-0.01, -0.04, 0.01], [0.01, 0.00, -0.01], [0.00, 0.00, 0.00], [-0.01, 0.00, 0.00], [0.01, 0.00, 0.00], [-0.01, 0.00, 0.01], [-0.03, -0.01, -0.04], [-0.02, 0.01, 0.00], [-0.01, -0.01, -0.03], [-0.01, 0.00, -0.01], [0.00, 0.00, 0.01], [0.00, 0.00, 0.00], [0.02, 0.00, -0.01], [-0.01, 0.00, 0.01], [0.00, 0.00, 0.01], [0.01, 0.00, 0.00], [0.01, 0.01, -0.01], [0.00, -0.01, -0.04], [0.35, -0.16, 0.51], [-0.02, -0.16, -0.24], [0.03, -0.01, 0.11], [0.08, -0.01, 0.07], [0.01, -0.05, -0.01], [0.00, -0.01, 0.02], [-0.06, 0.05, -0.13], [0.08, 0.02, 0.04], [-0.22, 0.07, -0.02], [-0.05, 0.13, -0.01], [-0.22, 0.14, -0.25], [0.05, -0.20, 0.31], [0.01, -0.04, -0.09], [-0.11, 0.02, 0.03], [-0.01, -0.01, 0.02], [0.00, 0.00, 0.00], [0.03, 0.01, -0.01], [-0.05, 0.00, 0.00], [-0.20, 0.02, -0.18], [0.02, 0.01, -0.01], [0.01, 0.00, -0.01], [0.00, 0.00, 0.00], [0.00, -0.01, 0.01], [0.02, 0.00, 0.01], [0.01, 0.00, 0.00], [0.00, -0.01, -0.03], [0.01, -0.03, 0.01], [0.06, 0.04, 0.00], [0.01, 0.01, -0.02], [0.04, 0.05, -0.11], [-0.07, 0.14, 0.29], [0.02, -0.17, -0.05], [0.00, -0.04, 0.02], [0.07, -0.02, -0.07], [0.02, 0.01, 0.01], [0.00, 0.01, 0.01], [0.00, 0.01, -0.01], [-0.01, -0.01, 0.00], [0.01, 0.01, 0.01], [0.01, 0.01, 0.01], [0.00, -0.02, 0.03], [-0.01, -0.01, 0.00], [-0.02, 0.07, -0.09], [-0.01, 0.02, -0.02], [0.14, -0.07, -0.16], [0.01, 0.00, 0.00], [-0.01, 0.00, -0.02]]}



- Number 2 is which compound?
  C53H52ClN6O7SiTl